Record 1
138
Properties=species:S:1:pos:R:3:forces:R:3:lowdin_charge:R:1 method="wB97M-V/def2-TZVPD" energy_ev=-90667.7462 spin_multiplicity=1 homo_ev=-10.673 homo_lumo_gap_ev=8.103 charge=+1
C 1.4676 5.1556 -4.1348 0.9 -1.4 1.0 -0.0011
C 1.4838 3.5129 -3.8240 -4.1 -3.1 -1.6 -0.3010
O 0.5024 2.6732 -4.1656 6.3 5.3 2.4 -0.0181
O 2.6694 3.0111 -3.1121 -1.7 1.3 -2.5 -0.1547
C 3.7780 2.7196 -4.0402 1.1 -1.8 0.4 -0.1803
C 3.9705 1.0590 -3.9982 0.6 0.9 0.3 -0.1578
C 4.5880 0.7216 -2.5164 -0.5 -0.4 0.5 -0.2199
C 4.4504 -0.8932 -2.1050 0.8 1.0 -0.8 -0.1921
C 5.4502 -1.1265 -0.8402 0.6 -0.2 -0.5 -0.1671
C 4.8315 -1.9048 0.4518 3.4 -1.0 -1.1 -0.1091
N 3.8443 -1.1494 1.3022 -0.4 -0.5 1.9 -0.0561
C 4.3659 0.2285 1.7660 0.2 2.2 1.6 -0.1435
C 5.5908 0.1366 2.8490 0.9 0.9 0.5 -0.1345
C 6.6983 1.2998 2.3940 -0.5 -0.6 -0.5 -0.1989
C 8.0494 1.3178 3.3211 0.4 0.9 -1.9 -0.1977
C 9.0642 0.1497 2.7547 -0.7 0.9 0.0 -0.2935
N 10.1915 -0.0222 3.7512 -1.8 -0.9 0.6 -0.0534
C 3.1684 1.1246 2.5163 0.8 0.6 -0.8 -0.2204
O 2.6932 2.1062 1.4851 0.4 0.2 2.2 -0.0784
N 2.0840 0.2244 3.0475 0.0 1.1 -1.2 -0.0230
C 1.1979 0.8655 4.0734 -0.9 -0.9 3.0 -0.1075
O 1.2943 2.3431 4.1636 0.8 -0.1 2.7 -0.1163
C 1.3938 2.8001 5.5574 -2.7 -0.5 5.1 -0.2818
C 2.5639 3.9401 5.8803 -0.1 -0.5 -1.6 -0.0090
O 0.6051 2.4216 6.5762 4.9 1.8 -7.3 0.0014
C 1.3534 -0.4172 1.8965 -0.8 1.4 -1.2 -0.1871
O 0.3587 -1.3886 2.3874 -1.0 1.9 -1.4 -0.0634
C -1.0158 -1.0172 2.0298 -5.3 1.3 5.0 -0.2270
O -1.8837 -0.8470 3.0647 6.1 -1.3 -6.8 0.0133
C -1.6397 -0.8392 0.5272 -1.1 -0.6 -4.1 -0.0718
C -2.2991 -2.2146 -0.1576 0.0 2.4 -1.7 -0.0148
C -2.9479 -2.2859 -1.6608 1.9 3.7 1.9 -0.0373
C -2.9585 -0.9087 -2.5528 1.7 -0.6 4.4 -0.0401
C -2.3382 0.4636 -1.8696 0.2 -2.7 1.4 -0.0379
C -1.6718 0.5465 -0.3616 -1.3 -4.2 -1.1 -0.0018
C 2.4264 -1.0818 0.7948 -3.0 1.3 -1.5 -0.1230
C 1.7796 -2.4676 0.2344 0.5 -1.1 -1.4 -0.0669
C 2.0387 -3.8111 1.1236 -0.8 -0.2 1.4 -0.3088
O 2.7847 -4.8890 0.4560 -0.1 1.8 -0.8 -0.0971
C 0.6352 -4.5461 1.6637 1.4 -1.3 0.2 -0.1954
N -0.3065 -4.9315 0.5434 1.0 -0.7 -0.3 -0.0318
H 2.5009 5.3699 -4.6693 -2.3 -0.3 1.0 0.0940
H 1.5133 5.6644 -3.0599 -0.3 -1.0 -2.5 0.0978
H 0.5300 5.4676 -4.7620 2.0 -0.8 1.4 0.1060
H 3.6168 3.1094 -5.1317 0.2 -0.6 2.2 0.1411
H 4.7717 3.1428 -3.5321 -2.2 -0.6 -1.4 0.1413
H 4.7796 0.7842 -4.8238 -1.8 0.4 1.7 0.1282
H 2.9403 0.4889 -4.1752 2.3 1.4 0.3 0.1372
H 3.9946 1.2975 -1.6559 1.1 -1.0 -2.0 0.1167
H 5.7129 1.1066 -2.4069 -2.3 -1.0 -0.5 0.1261
H 4.8198 -1.5790 -3.0033 -0.9 1.5 1.9 0.1302
H 3.3181 -1.1010 -1.9191 2.2 0.3 -0.2 0.0912
H 5.9813 -0.0874 -0.5860 -1.3 -2.4 -0.2 0.1015
H 6.3425 -1.8117 -1.2429 -2.0 1.4 1.2 0.1439
H 4.4913 -2.9626 0.0865 0.0 2.2 1.1 0.1371
H 5.7656 -2.1233 1.1666 -2.2 0.5 -1.5 0.1514
H 3.7859 -1.6977 2.2156 0.0 0.7 -1.3 0.1911
H 4.7272 0.9080 0.8864 -0.9 -1.8 1.3 0.1486
H 6.1144 -0.9052 2.9335 -1.0 1.9 -0.4 0.1081
H 5.2782 0.4292 3.9635 0.2 -0.8 -2.5 0.1365
H 6.1393 2.3438 2.3227 1.2 -2.1 0.4 0.1273
H 6.9746 1.0228 1.2685 -0.3 0.7 2.4 0.1126
H 7.8559 1.2753 4.4743 0.2 -0.2 -2.2 0.1181
H 8.5924 2.3582 3.1010 -1.2 -2.2 0.6 0.1315
H 8.4277 -0.8178 2.5774 1.2 1.6 0.4 0.1002
H 9.5262 0.4755 1.7061 -1.2 -0.6 2.2 0.1295
H 9.8745 0.4139 4.6677 0.6 -0.8 -1.5 0.0710
H 10.2333 -1.0545 3.9393 0.3 1.4 0.0 0.0730
H 3.7032 1.7941 3.3370 -1.4 -2.0 -1.4 0.1679
H 2.6106 2.9999 1.9499 0.0 -1.9 -0.8 0.1100
H 0.0591 0.6150 4.0133 2.3 0.1 -0.4 0.1574
H 1.5622 0.4656 5.1380 -0.9 0.8 -2.4 0.1676
H 3.4665 3.7654 5.1402 -1.8 0.3 1.4 0.0751
H 2.9814 3.8698 6.9716 -1.3 0.1 -2.1 0.1052
H 2.1107 4.9977 5.6171 0.9 -2.2 0.8 0.1077
H 0.7220 0.4146 1.3173 1.6 -1.8 0.9 0.1711
H -2.3006 -3.2035 0.4770 0.1 2.2 -1.3 0.0867
H -3.3509 -3.3433 -2.0374 0.9 2.7 0.8 0.0974
H -3.4050 -0.9730 -3.6372 1.1 0.5 2.4 0.0942
H -2.3378 1.4388 -2.5259 0.0 -2.2 1.5 0.0890
H -1.2084 1.5134 0.1173 -1.2 -1.9 -1.3 0.0839
H 2.4313 -0.2949 -0.1033 0.1 -1.7 2.0 0.1782
H 2.2747 -2.6689 -0.8334 -1.0 0.5 2.2 0.1246
H 0.6121 -2.3923 -0.0017 2.6 0.4 0.7 0.1290
H 2.6347 -3.5454 2.1078 -1.0 -0.4 -1.8 0.1455
H 3.1630 -4.6120 -0.4275 -0.9 -0.3 1.5 0.0979
H 1.0190 -5.5770 2.1301 -0.7 2.4 -0.9 0.1385
H 0.1307 -3.9742 2.5508 0.9 -0.7 -2.0 0.1172
H -0.1253 -4.4142 -0.3435 -0.2 -0.3 1.1 0.0565
H -0.1868 -5.9534 0.2699 0.0 1.9 0.7 0.0951
C -0.2080 4.4112 1.1128 -0.2 0.3 -0.2 -0.0654
C -1.1036 4.2333 2.1670 -0.3 0.2 -0.1 -0.0551
C -2.3567 4.8469 2.1298 0.3 -0.2 0.0 0.0182
C -2.7113 5.6514 1.0400 0.5 -0.4 0.3 -0.0782
C -1.8065 5.8490 -0.0023 0.4 -0.4 0.3 -0.0797
C -0.5560 5.2180 0.0286 0.1 -0.2 0.2 0.0084
C -2.1506 6.7352 -1.1329 0.8 0.3 -1.1 -0.2767
O -1.3577 6.9065 -2.0507 -0.3 -0.2 0.5 0.0876
C -3.4596 7.4182 -1.1372 -0.4 0.4 -0.3 -0.0877
C -3.7756 8.3062 -2.1737 -0.3 0.2 0.0 0.0080
C -5.0167 8.9463 -2.1925 0.3 -0.2 0.1 -0.0517
C -5.9469 8.6950 -1.1842 0.2 -0.2 0.2 -0.0504
C -5.6325 7.8152 -0.1474 -0.1 0.2 -0.2 0.0113
C -4.3823 7.1832 -0.1190 -0.4 0.4 -0.2 -0.0860
C -4.0457 6.2820 1.0008 -1.2 -0.2 1.1 -0.2749
O -4.8608 6.0642 1.8898 0.6 0.1 -0.6 0.1057
H 0.7650 3.9255 1.1374 -0.2 0.1 -0.1 0.0820
H -0.8274 3.6147 3.0181 -0.1 0.1 -0.1 0.0956
H -3.0527 4.6994 2.9540 0.0 0.1 -0.3 0.1270
H 0.1503 5.3567 -0.7881 -0.3 0.1 0.1 0.1087
H -3.0563 8.5055 -2.9665 -0.1 -0.2 0.3 0.1215
H -5.2581 9.6394 -2.9955 0.1 -0.1 0.1 0.1105
H -6.9165 9.1879 -1.2024 0.2 -0.1 0.0 0.1113
H -6.3619 7.6278 0.6389 0.3 -0.1 -0.1 0.1241
C -5.8658 -10.0886 -2.2476 -0.3 0.2 0.0 -0.0544
C -4.7853 -9.2569 -2.5408 -0.2 0.4 0.0 -0.0591
C -4.9717 -7.8769 -2.6348 0.1 -0.3 0.0 0.0012
C -6.2457 -7.3272 -2.4471 0.4 -0.5 0.0 -0.0871
C -7.3304 -8.1610 -2.1783 0.4 -0.5 0.0 -0.0830
C -7.1380 -9.5442 -2.0668 0.3 -0.1 -0.1 0.0107
C -8.6874 -7.5970 -2.0276 -1.2 -0.9 0.3 -0.2766
O -9.6402 -8.3284 -1.7880 0.6 0.5 -0.2 0.1033
C -8.8806 -6.1410 -2.1784 -0.4 0.5 0.0 -0.0845
C -10.1702 -5.5997 -2.0955 0.0 0.3 0.0 0.0109
C -10.3602 -4.2222 -2.2237 0.2 -0.4 0.0 -0.0525
C -9.2653 -3.3823 -2.4251 0.3 -0.2 0.0 -0.0560
C -7.9801 -3.9193 -2.5137 -0.3 0.1 0.0 0.0044
C -7.7889 -5.3027 -2.3999 -0.3 0.5 0.0 -0.0871
C -6.4301 -5.8646 -2.5308 1.0 0.8 -0.2 -0.2769
O -5.4678 -5.1277 -2.7125 -0.4 -0.3 0.1 0.0720
H -5.7188 -11.1632 -2.1652 -0.1 0.2 0.0 0.1097
H -3.7961 -9.6826 -2.6942 -0.2 0.1 0.0 0.1069
H -4.1226 -7.2333 -2.8589 -0.3 0.0 0.1 0.1174
H -7.9777 -10.2000 -1.8437 0.1 0.3 -0.1 0.1238
H -11.0301 -6.2482 -1.9352 0.3 0.0 0.0 0.1236
H -11.3630 -3.8046 -2.1641 0.2 -0.1 0.0 0.1101
H -9.4122 -2.3084 -2.5178 0.0 -0.2 0.0 0.1087
H -7.1306 -3.2580 -2.6760 -0.1 -0.3 0.0 0.1180

***

Record 2
133
Properties=species:S:1:pos:R:3:forces:R:3:lowdin_charge:R:1 method="wB97M-V/def2-TZVPD" energy_ev=-101532.3335 spin_multiplicity=1 homo_ev=-10.258 homo_lumo_gap_ev=8.001 charge=+1
Rh -0.4154 0.7970 0.5522 -0.1 0.0 0.2 0.7298
C -0.6269 4.5100 -0.9245 0.0 0.2 0.1 -0.1168
N -0.5751 3.7795 0.3636 -0.3 -0.4 -0.1 -0.4159
P 0.7370 2.6803 0.6076 0.3 0.0 -0.2 0.8855
C 2.1034 3.2791 -0.4177 -0.2 0.3 0.0 -0.3470
C 2.7439 2.5565 -1.4144 0.0 -0.2 0.1 -0.0701
C 3.7788 3.1401 -2.1337 0.0 0.0 0.0 -0.0560
C 4.1679 4.4432 -1.8740 0.0 0.0 0.0 -0.0600
C 3.5396 5.1695 -0.8678 0.0 0.0 0.0 -0.0602
C 2.5210 4.5867 -0.1373 0.0 0.0 0.0 -0.1068
C 1.4651 2.8486 2.2660 0.1 -0.1 -0.1 -0.3248
C 2.8032 2.4620 2.3944 0.0 0.0 0.0 -0.0959
C 3.4060 2.4256 3.6411 0.0 0.0 0.0 -0.0780
C 2.6824 2.7661 4.7770 0.0 0.0 0.0 -0.0697
C 1.3506 3.1301 4.6577 0.0 0.0 0.0 -0.0654
C 0.7424 3.1631 3.4099 -0.1 0.0 0.0 -0.0733
P -1.9230 2.6966 0.7352 0.5 -0.1 -0.2 0.9866
C -2.5586 3.3775 2.2985 0.0 -0.1 0.1 -0.3615
C -3.5039 2.6270 2.9933 0.0 0.0 0.0 -0.0930
C -4.0860 3.1293 4.1462 0.0 0.0 0.0 -0.0619
C -3.7345 4.3915 4.6060 0.0 0.0 0.0 -0.0667
C -2.8056 5.1506 3.9079 0.0 0.0 0.0 -0.0637
C -2.2166 4.6465 2.7561 -0.1 0.0 0.0 -0.1191
C -3.3954 3.0331 -0.2685 0.0 0.1 -0.1 -0.3331
C -3.9387 4.3204 -0.3212 0.1 0.0 -0.1 -0.0900
C -5.1321 4.5459 -0.9814 0.0 0.0 0.0 -0.0616
C -5.8189 3.4821 -1.5554 0.0 0.0 0.0 -0.0628
C -5.3144 2.1962 -1.4594 0.0 0.0 0.0 -0.0615
C -4.1027 1.9678 -0.8194 -0.1 0.1 0.1 -0.0946
H 0.2026 5.2096 -0.9775 0.0 0.0 0.0 0.0711
H -1.5536 5.0759 -0.9672 0.0 0.0 0.0 0.0647
H -0.5853 3.8399 -1.7871 0.0 0.0 0.0 0.0853
H 2.4673 1.5299 -1.6124 0.0 0.0 0.0 0.0874
H 4.2830 2.5657 -2.8995 0.0 0.0 0.0 0.1114
H 4.9689 4.8939 -2.4447 0.0 0.0 0.0 0.1109
H 3.8521 6.1814 -0.6479 0.0 0.0 0.0 0.1114
H 2.0486 5.1451 0.6638 0.0 0.0 0.0 0.1177
H 3.3820 2.1904 1.5209 0.0 0.0 0.0 0.1101
H 4.4445 2.1327 3.7236 0.0 0.0 0.0 0.1133
H 3.1566 2.7477 5.7494 0.0 0.0 0.0 0.1097
H 0.7758 3.3960 5.5354 0.0 0.0 0.0 0.1102
H -0.2989 3.4373 3.3455 0.0 0.0 0.0 0.0689
H -3.7978 1.6502 2.6254 0.0 0.0 0.0 0.0897
H -4.8187 2.5403 4.6823 0.0 0.0 0.0 0.1099
H -4.1885 4.7851 5.5056 0.0 0.0 0.0 0.1091
H -2.5362 6.1374 4.2608 0.0 0.0 0.0 0.1104
H -1.4782 5.2274 2.2183 0.0 0.0 0.0 0.1042
H -3.4324 5.1469 0.1626 0.0 0.0 0.0 0.1043
H -5.5383 5.5471 -1.0345 0.0 0.0 0.0 0.1110
H -6.7585 3.6586 -2.0619 0.0 0.0 0.0 0.1106
H -5.8591 1.3648 -1.8873 0.0 0.0 0.0 0.1067
H -3.7200 0.9628 -0.7290 0.0 -0.1 0.0 0.0816
N 0.9559 -0.3882 1.2134 -0.3 -0.1 -0.1 0.0175
C 1.8963 -1.2222 1.1564 0.3 0.3 0.2 -0.3138
C 2.2100 -1.9370 2.4439 0.1 -0.1 -0.1 -0.2140
C 2.4207 -1.2167 3.6126 -0.1 0.0 0.1 -0.0350
C 2.6201 -1.8820 4.8150 0.0 0.0 0.0 -0.0738
C 2.6002 -3.2693 4.8586 0.0 0.0 0.0 -0.0787
C 2.3991 -3.9933 3.6899 0.0 0.0 0.0 -0.0680
C 2.2166 -3.3294 2.4856 0.1 0.0 0.0 -0.0560
C 2.7791 -1.5070 -0.0182 -0.1 -0.1 0.0 -0.1597
C 4.0986 -1.9013 0.1948 0.0 0.0 0.0 -0.0225
C 4.9570 -2.0927 -0.8783 0.0 0.0 0.0 -0.0648
C 4.5011 -1.9183 -2.1769 0.0 0.0 0.0 -0.0751
C 3.1822 -1.5440 -2.3982 0.0 0.0 0.0 -0.0679
C 2.3326 -1.3358 -1.3243 0.0 0.1 0.0 -0.0488
H 2.4044 -0.1337 3.5776 0.0 0.0 0.0 0.0950
H 2.7869 -1.3139 5.7216 0.0 0.0 0.0 0.1071
H 2.7507 -3.7862 5.7971 0.0 0.0 0.0 0.1051
H 2.3991 -5.0754 3.7152 0.0 0.0 0.0 0.1071
H 2.0922 -3.8955 1.5679 0.0 0.0 0.0 0.1163
H 4.4584 -2.0493 1.2051 0.0 0.0 0.0 0.1181
H 5.9829 -2.3859 -0.6988 0.0 0.0 0.0 0.1082
H 5.1678 -2.0817 -3.0131 0.0 0.0 0.0 0.1068
H 2.8143 -1.4167 -3.4085 0.0 0.0 0.0 0.1098
H 1.3137 -1.0356 -1.4996 0.0 0.0 0.0 0.0639
F 0.2558 1.3660 -2.2090 -0.1 0.0 0.1 -0.0210
C -0.6087 0.6396 -1.4345 -0.1 0.1 0.1 -0.4414
F -1.8511 0.9359 -1.9120 0.2 0.0 0.0 -0.0152
H -0.4431 -0.4240 -1.6346 -0.1 0.1 0.0 0.0836
O -1.7998 -0.8169 0.6402 -0.2 0.3 -0.2 -0.4353
P -2.0622 -2.0280 1.5131 0.2 -0.2 0.1 0.8573
C -3.8304 -2.4183 1.3724 0.0 0.0 0.1 -0.3357
C -4.6802 -1.3664 2.1001 0.0 0.0 0.0 -0.1884
C -6.1357 -1.8436 2.1944 0.0 0.0 0.0 -0.1727
C -6.5647 -2.6117 0.9329 0.0 0.0 0.0 -0.1889
C -5.7622 -2.1367 -0.2726 0.0 0.0 0.0 -0.1861
C -4.2744 -2.4877 -0.1091 0.0 0.0 0.0 -0.1831
C -1.5813 -1.7620 3.2610 0.0 0.1 0.0 -0.3117
C -1.6597 -0.2891 3.6917 0.0 -0.1 0.0 -0.2114
C -1.0954 -0.1308 5.1025 0.0 0.0 0.0 -0.1645
C -1.8147 -1.0271 6.1352 0.0 0.0 0.0 -0.1725
C -2.8635 -1.9203 5.4778 0.0 0.0 0.0 -0.1988
C -2.2776 -2.6940 4.2972 0.0 0.0 0.0 -0.1744
C -1.0136 -3.3959 0.9529 0.1 0.0 0.1 -0.3362
C -0.9520 -3.5173 -0.5816 0.0 0.0 -0.1 -0.1727
C -0.4095 -4.8906 -0.9627 0.0 0.0 0.0 -0.1843
C -1.3936 -5.9964 -0.5548 0.0 0.0 0.0 -0.1787
C -2.1349 -5.6552 0.7500 0.0 0.0 0.0 -0.1813
C -1.2875 -4.7506 1.6395 0.0 0.0 0.0 -0.1671
H -3.9970 -3.3889 1.8529 0.0 0.0 0.0 0.1192
H -4.6183 -0.4323 1.5309 0.0 0.0 0.0 0.1071
H -4.2980 -1.1550 3.0974 0.0 0.0 0.0 0.0799
H -6.7855 -0.9800 2.3503 0.0 0.0 0.0 0.1130
H -6.2497 -2.4813 3.0744 0.0 0.0 0.0 0.1122
H -7.6340 -2.4882 0.7614 0.0 0.0 0.0 0.1112
H -6.3991 -3.6846 1.0688 0.0 0.0 0.0 0.1146
H -5.8833 -1.0537 -0.3790 0.0 0.0 0.0 0.1031
H -6.1379 -2.5798 -1.1954 0.0 0.0 0.0 0.1150
H -3.6692 -1.8012 -0.7063 0.0 0.0 0.0 0.0991
H -4.0940 -3.4924 -0.4965 0.0 0.0 0.0 0.0995
H -0.5119 -2.0090 3.2402 0.0 0.0 0.0 0.1083
H -2.6839 0.0810 3.6449 0.0 0.0 0.0 0.0796
H -1.0654 0.3259 3.0144 0.0 0.0 0.0 0.0609
H -1.1542 0.9202 5.3934 0.0 0.0 0.0 0.1044
H -0.0310 -0.3779 5.0624 0.0 0.0 0.0 0.0970
H -2.2892 -0.4179 6.9058 0.0 0.0 0.0 0.1080
H -1.0865 -1.6580 6.6505 0.0 0.0 0.0 0.1104
H -3.7103 -1.3124 5.1474 0.0 0.0 0.0 0.1008
H -3.2678 -2.6282 6.2033 0.0 0.0 0.0 0.1173
H -3.0620 -3.3021 3.8419 0.0 0.0 0.0 0.0919
H -1.5366 -3.3993 4.6819 0.0 0.0 0.0 0.1180
H -0.0336 -3.0365 1.2883 -0.1 -0.1 0.0 0.0792
H -0.3162 -2.7226 -0.9769 0.0 0.0 0.0 0.0914
H -1.9354 -3.3808 -1.0370 0.0 0.0 0.0 0.1018
H 0.5550 -5.0397 -0.4669 0.0 0.0 0.0 0.1100
H -0.2105 -4.9379 -2.0339 0.0 0.0 0.0 0.1142
H -0.8544 -6.9384 -0.4406 0.0 0.0 0.0 0.1101
H -2.1200 -6.1537 -1.3549 0.0 0.0 0.0 0.1106
H -2.3969 -6.5677 1.2868 0.0 0.0 0.0 0.1145
H -3.0820 -5.1556 0.5251 0.0 0.0 0.0 0.0909
H -0.3301 -5.2414 1.8355 0.0 0.0 0.0 0.1170
H -1.7522 -4.6196 2.6183 0.0 0.0 0.0 0.0910